Molecular formula: C26H45AuCl3O2P2
Method: DFT, ωB97M-V with the def2-TZVPD basis set

Properties
Kohn-Sham gap (alpha / beta) = 0.3098 / 0.2283 Eh
multiplicity = 3
charge = +1
molar mass = 754.9 g/mol

The geometry in XYZ format:
```
79
Properties=species:S:1:pos:R:3:forces:R:3:mulliken_spin:R:1
Au 0.07056 -0.04409 0.25170 -0.1 -0.3 1.1 0.2687
C 1.95081 1.73597 0.15104 -0.9 0.2 0.4 0.2120
C 0.98499 2.15418 -0.83769 0.0 0.1 0.8 0.2450
C 0.02981 2.46657 1.25461 -0.1 0.5 -1.2 0.2604
C 1.39470 2.04196 1.44102 0.3 -0.3 -0.7 0.2937
C -0.20608 2.59580 -0.15433 0.7 -0.8 0.6 0.2914
C 3.37184 1.44087 -0.14746 0.3 0.0 -0.1 0.0198
H 3.52128 0.87920 -1.06843 -0.2 0.0 -0.1 0.0012
H 3.88156 0.90275 0.64429 -0.1 0.0 0.2 0.0053
H 3.90152 2.38402 -0.27397 0.2 0.2 0.0 0.0083
C 2.13772 2.13703 2.71042 0.0 -0.2 0.1 0.0323
H 3.14972 1.75147 2.60803 0.0 0.1 0.1 0.0001
H 1.62871 1.60345 3.51736 0.0 0.1 0.0 0.0165
H 2.19157 3.19364 2.98782 0.0 0.0 0.1 0.0217
C -0.87188 2.98961 2.28952 0.1 -0.1 0.5 -0.0043
H -0.79595 4.07578 2.31406 0.0 0.3 0.0 0.0273
H -0.63449 2.58596 3.26927 0.1 0.1 0.0 0.0010
H -1.91625 2.73430 2.12425 0.0 0.0 -0.2 0.0144
C -1.32925 3.37512 -0.71403 -0.1 0.1 -0.2 0.0034
H -0.96033 4.40004 -0.73954 -0.2 0.3 -0.2 0.0133
H -2.19812 3.36450 -0.05888 0.1 0.0 0.0 0.0041
H -1.64620 3.09300 -1.72161 0.2 0.0 0.1 0.0047
C 1.39444 2.49727 -2.21626 -0.2 -0.3 -0.2 0.0142
H 1.99987 3.40097 -2.07174 0.0 0.1 -0.5 0.0311
H 0.54517 2.69671 -2.87791 0.3 0.1 0.2 -0.0047
H 2.03006 1.73101 -2.68078 -0.1 0.2 0.2 0.0060
C -0.06123 -1.99257 -2.50599 -0.6 -0.2 0.0 0.0046
C 0.89674 -1.18331 -2.94245 0.1 0.4 -0.4 0.0106
C 1.07996 -0.88663 -4.41819 0.4 -0.1 0.0 -0.0003
C -0.01516 0.05340 -5.04963 -0.1 0.2 -0.1 0.0012
C -1.15086 0.50920 -4.14302 0.2 -0.4 -0.1 0.0011
C -2.10372 -0.34281 -3.74673 0.2 -0.2 -0.2 0.0014
C -2.07595 -1.81209 -4.15629 -0.4 0.2 -0.1 0.0000
C -1.00038 -2.71899 -3.45827 0.1 -0.2 0.3 0.0007
H 1.10174 -1.82824 -5.00376 0.0 0.5 0.4 0.0005
H -0.46102 -0.51428 -5.88599 0.2 0.4 0.2 -0.0004
H 2.06370 -0.40954 -4.56335 -0.3 -0.2 0.0 0.0001
H -0.42364 -3.24008 -4.25033 -0.3 0.3 0.5 0.0001
H -0.29920 -2.09627 -1.43520 0.4 0.0 -0.4 -0.0008
H 1.53923 -0.60289 -2.26632 -0.3 -0.4 0.0 -0.0106
H -1.53614 -3.49632 -2.88715 0.3 0.2 -0.3 0.0001
H -3.07550 -2.23856 -3.95368 0.5 0.1 -0.3 0.0000
H -2.96269 -0.02716 -3.14491 0.4 0.1 -0.1 -0.0006
H -1.89468 -1.87628 -5.24586 -0.3 0.1 0.5 0.0000
H 0.48821 0.94366 -5.47189 -0.3 -0.5 0.1 -0.0004
H -1.14102 1.56427 -3.85646 -0.3 -0.3 0.0 -0.0020
P 1.77553 -1.65347 1.28807 -0.4 0.7 -0.5 0.0941
C 2.84741 -1.10134 2.67429 -0.6 0.0 -0.2 0.0187
H 3.33373 -2.02277 3.00208 0.2 0.2 0.1 0.0026
H 2.23684 -0.69613 3.48495 0.4 -0.1 -0.3 -0.0014
H 3.57720 -0.36987 2.32370 0.0 -0.2 0.0 -0.0020
C 0.98885 -3.18209 1.89519 0.1 0.5 -0.2 0.0100
H 1.81578 -3.74240 2.33494 -0.2 -0.4 0.0 0.0016
H 0.52696 -3.71505 1.06094 0.1 0.0 0.1 0.0005
H 0.25701 -2.92680 2.66695 0.2 -0.1 -0.4 -0.0001
C 3.08577 -2.27312 0.17131 -0.6 0.1 0.3 0.0147
H 2.61445 -2.85361 -0.62669 0.3 0.0 0.0 -0.0005
H 3.70073 -2.88869 0.83267 0.3 -0.1 -0.5 0.0039
H 3.65589 -1.42768 -0.22835 0.0 -0.3 0.0 -0.0026
P -2.36993 -0.39450 0.76763 0.9 0.2 0.7 0.0547
C -3.51846 0.92631 0.20743 0.1 -0.7 -0.6 0.0159
H -4.44991 0.37817 0.05825 -0.3 0.5 -0.2 0.0018
H -3.19367 1.45111 -0.69799 -0.3 -0.3 0.2 0.0029
H -3.62756 1.60913 1.05916 0.0 -0.1 -0.4 -0.0041
C -2.92778 -2.09965 0.38910 -0.1 0.7 -0.4 0.0068
H -3.17657 -2.18024 -0.67352 -0.1 -0.3 0.2 -0.0016
H -3.78557 -2.23073 1.05295 -0.1 -0.4 -0.5 0.0005
H -2.14077 -2.80849 0.67534 -0.1 0.3 -0.2 0.0012
C -3.02458 -0.36660 2.47988 1.0 0.1 -0.4 0.0124
H -4.10403 -0.45103 2.31282 0.1 0.0 0.4 0.0009
H -2.73103 0.57421 2.96201 -0.3 -0.4 0.1 -0.0014
H -2.60115 -1.21833 3.02286 -0.3 0.2 0.1 0.0000
Cl -1.59435 -1.59277 5.85420 0.2 0.0 0.6 0.0002
C -0.03625 -0.96638 5.30118 -0.2 0.4 -0.5 0.0009
Cl 0.84196 0.13557 6.35624 0.0 -0.2 0.8 0.0003
Cl 1.02415 -2.40386 4.98003 -0.6 0.7 0.4 0.0000
C -0.43358 -0.02025 4.09022 -0.3 -0.3 -1.5 -0.0050
O -1.16811 0.96161 4.34493 1.6 -1.8 0.0 0.0012
O 0.00688 -0.44181 2.96196 -0.8 1.0 1.6 -0.0195
```
Forces are in eV/Å.